Entry 1:
The molecule C3H7NO at a distorted geometry, computed with ωB97M-V/def2-TZVPD.

Element x y z (Å)
C: -0.62898 0.55077 0.20095
C: 0.48223 -0.40486 -0.18595
C: 0.43838 -1.85731 -0.13916
H: 0.54350 2.19560 0.53683
H: -0.92668 2.69268 0.04076
H: -1.54586 0.25104 -0.40042
H: -0.79965 0.36700 1.32932
H: 1.45621 -0.04003 -0.11095
H: 1.47748 -2.32179 -0.07257
H: -0.49476 -2.32950 0.30347
N: -0.22661 1.95147 -0.13017
O: 0.22474 -1.05506 -1.37212

Energy   -248.4256 hartree
Molecular weight   73.09 Da
Total charge   0
Energy relative to the best compared isomer or geometry (same formula, charge and spin)   63.3 kcal per mole
SMILES   NC[C@H]1CO1
Highest occupied orbital energy   -9.406 eV

***

Entry 2:
C27H45BrN2O2P2Sn as an isolated structure at a distorted geometry, computed with ωB97M-V/def2-TZVPD.

Element x y z (Å)
N: -6.95512 5.57761 -5.39521
C: -6.63322 6.18560 -4.24806
C: -5.91252 5.53455 -3.23732
C: -5.46425 4.21974 -3.45564
C: -5.78512 3.60149 -4.68352
C: -6.56717 4.31551 -5.61082
C: -4.64172 3.53945 -2.46193
Sn: 0.58927 0.16554 1.57730
P: 6.35068 -1.01981 0.42644
C: -3.52304 2.84514 -2.77629
C: -2.65741 2.22347 -1.79961
C: -1.49952 1.51431 -2.19775
C: -0.63405 0.97040 -1.24689
C: -0.92629 1.10700 0.11125
C: -2.07316 1.76385 0.53242
C: -2.93460 2.32258 -0.41407
Br: 2.10104 -1.25162 3.26102
H: -4.95390 3.66500 -1.42485
H: -3.21270 2.78527 -3.83002
H: -5.65328 6.06887 -2.32595
H: -5.44822 2.59821 -4.92036
H: -6.95274 7.22595 -4.11968
H: -6.86778 3.84321 -6.55322
H: -1.28665 1.39960 -3.26534
H: -3.82308 2.84338 -0.07479
H: 0.26727 0.44545 -1.58730
H: -2.33507 1.86628 1.58638
P: -0.30185 -2.15735 0.47953
C: 5.80598 0.73878 0.56331
C: 6.89679 1.70451 0.10665
H: 5.55856 0.89108 1.62328
H: 4.89157 0.84953 -0.03627
H: 6.72700 2.68834 0.55511
H: 7.89339 1.36185 0.40800
H: 6.89525 1.83883 -0.98030
C: 5.53531 -1.46533 -1.17130
C: 6.22286 -2.62020 -1.89414
H: 5.55869 -0.55143 -1.78248
H: 4.49010 -1.70831 -0.93447
H: 5.94286 -2.60608 -2.95295
H: 7.31453 -2.54757 -1.83424
H: 5.91885 -3.59133 -1.48856
C: 5.20031 -1.81731 1.62810
C: 5.92766 -2.17100 2.92370
H: 4.81753 -2.72077 1.13181
H: 4.35032 -1.14675 1.82417
H: 5.36514 -2.94353 3.45787
H: 6.93810 -2.54927 2.72490
H: 6.00742 -1.30638 3.59216
C: -0.21618 -3.55107 1.66827
C: -1.36242 -4.55938 1.70598
H: -0.05543 -3.09774 2.65596
H: 0.72318 -4.06607 1.42227
H: -2.30056 -4.12238 2.06602
H: -1.54539 -5.01120 0.72428
H: -1.09108 -5.37175 2.39137
C: 0.82273 -2.66962 -0.88039
C: 0.30976 -2.65579 -2.32213
H: 1.15880 -3.67876 -0.60044
H: 1.69497 -2.00365 -0.79771
H: -0.20197 -3.59038 -2.58154
H: -0.36913 -1.82393 -2.53902
H: 1.16831 -2.56028 -2.99766
C: -1.97179 -2.18288 -0.25410
C: -3.05199 -1.66801 0.69731
H: -2.16184 -3.22144 -0.57051
H: -1.92931 -1.54699 -1.14976
H: -3.79672 -1.07938 0.14985
H: -3.58422 -2.48931 1.18675
H: -2.64766 -1.01734 1.48263
N: -2.46778 0.21063 5.33324
C: -1.39814 1.25517 5.25780
C: -0.67428 1.00881 3.94397
O: 0.23628 1.77301 3.54235
O: -1.07039 -0.02441 3.28955
H: -3.11054 0.30145 4.53450
H: -3.02504 0.26184 6.18807
H: -2.04219 -0.72599 5.27767
H: -1.85646 2.24492 5.27074
H: -0.70750 1.13558 6.09457

Energy   -4785.3143 hartree
Molecular weight   690.23 Da
Total charge   +4
Highest occupied orbital energy (spin up / spin down)   -18.159 / -18.109 eV

***

Entry 3:
C38H63BaF4N11OP as an isolated structure, computed with ωB97M-V/def2-TZVPD.

Element x y z (Å)
Ba: 0.01416 0.42124 0.70707
C: 1.83661 -2.29340 0.12452
N: 0.58602 -2.94986 0.47583
C: 0.86590 -4.08330 1.34863
C: -0.15166 -3.35768 -0.72879
C: -1.26933 -2.39142 -1.07528
N: -0.77290 -1.06079 -1.41040
C: -1.69142 -0.16563 -1.80786
C: -1.25926 1.07903 -2.34376
F: 0.08956 1.27260 -2.48221
C: -2.09843 2.05254 -2.83430
F: -1.54863 3.14849 -3.39629
C: -3.46963 1.93811 -2.77006
C: -3.94299 0.76986 -2.19618
F: -5.26709 0.59333 -2.07451
C: -3.11660 -0.22949 -1.72955
F: -3.72892 -1.30782 -1.18674
H: 2.55948 -2.98159 -0.34385
H: 2.30371 -1.86894 1.01718
H: 1.62740 -1.50709 -0.59717
H: 1.39162 -3.74218 2.23897
H: 1.48669 -4.84496 0.85215
H: -0.06495 -4.55573 1.66237
H: -0.61394 -4.32868 -0.53762
H: 0.53204 -3.49085 -1.57860
H: -1.94283 -2.38107 -0.20466
H: -1.85144 -2.82175 -1.89878
H: -4.13087 2.70553 -3.14088
C: -3.77371 0.66223 3.71062
C: -2.84493 -0.32684 3.07011
O: -2.10733 -0.03330 2.12748
N: -2.88749 -1.57392 3.54553
C: -2.03733 -2.63895 3.04686
C: -0.77589 -2.80354 3.85809
C: -0.58221 -3.94213 4.62850
C: 0.60421 -4.08603 5.33163
C: 1.54649 -3.07818 5.24445
C: 1.26064 -1.97042 4.45733
N: 0.13008 -1.82327 3.76856
H: -3.29774 1.63811 3.72809
H: -4.05595 0.37210 4.72115
H: -4.67505 0.73655 3.10092
H: -3.44007 -1.75100 4.36741
H: -1.77081 -2.40409 2.01430
H: -2.61416 -3.56380 3.05149
H: -1.34448 -4.70957 4.66251
H: 0.78469 -4.96623 5.93457
H: 2.48635 -3.13750 5.77530
H: 1.98408 -1.17127 4.36166
N: 4.28099 2.08586 -2.92664
C: 4.24363 2.60782 -1.50807
C: 3.87466 1.47995 -0.55855
N: 2.62718 0.84281 -0.94705
C: 2.73311 0.28317 -2.28588
C: 3.01575 1.35748 -3.32345
H: 5.06857 1.44172 -3.01982
H: 4.45091 2.85960 -3.56952
H: 3.47496 3.37527 -1.47854
H: 5.21719 3.05171 -1.30209
H: 3.75877 1.91847 0.43084
H: 4.67229 0.73114 -0.50849
H: 1.91309 1.59137 -0.89067
H: 1.80793 -0.23032 -2.54820
H: 3.53609 -0.46397 -2.29221
H: 2.21729 2.09708 -3.33772
H: 3.16860 0.96495 -4.32808
N: 2.24361 1.56198 2.54889
C: 2.55901 0.44601 2.58441
H: 1.87256 2.40769 2.07611
N: 1.02352 2.76203 0.44697
P: 0.33394 4.13554 0.54527
N: 0.29918 4.97650 -0.90809
C: -0.20877 6.33555 -1.02066
C: 0.88508 7.31926 -1.42774
C: 1.61537 6.84810 -2.68178
C: 2.14648 5.43282 -2.46504
C: 0.99182 4.50683 -2.08704
N: 0.99262 5.17425 1.71180
C: 2.39769 5.03350 2.06819
C: 3.14916 6.35673 1.95570
C: 2.46872 7.43044 2.79678
C: 0.99487 7.54873 2.42377
C: 0.30335 6.19123 2.49656
N: -1.29664 4.22968 1.00400
C: -1.61778 3.71368 2.33539
C: -2.98818 4.22273 2.76678
C: -4.06214 3.82389 1.75933
C: -3.66450 4.27963 0.36134
C: -2.27418 3.77059 0.01457
H: -0.65568 6.62919 -0.07174
H: -1.01155 6.35979 -1.77204
H: 1.60769 7.40144 -0.60927
H: 0.45206 8.30967 -1.58226
H: 2.42276 7.53728 -2.93527
H: 0.92352 6.83953 -3.53070
H: 2.88902 5.45100 -1.65775
H: 2.64018 5.06982 -3.37663
H: 1.31467 3.48923 -1.87703
H: 0.29644 4.46334 -2.93520
H: 2.84296 4.28980 1.40654
H: 2.49135 4.67483 3.10795
H: 3.16662 6.66416 0.90459
H: 4.18494 6.21727 2.27540
H: 2.97398 8.39040 2.68077
H: 2.55056 7.15701 3.85483
H: 0.89628 7.95251 1.41167
H: 0.48773 8.24245 3.09770
H: -0.72457 6.26578 2.14912
H: 0.27371 5.87699 3.55251
H: -0.85194 4.03895 3.03753
H: -1.60533 2.60588 2.35045
H: -2.94244 5.31351 2.83800
H: -3.22558 3.85424 3.76836
H: -5.03137 4.23700 2.04322
H: -4.16733 2.73445 1.75012
H: -3.66155 5.37264 0.31131
H: -4.37926 3.91636 -0.37996
H: -1.96854 4.12333 -0.96901
H: -2.29997 2.66650 -0.03227

Energy   -2929.5391 hartree
Molecular weight   934.29 Da
Total charge   +1
Energy relative to the best compared isomer or geometry (same formula, charge and spin)   41.1 kcal per mole
Highest occupied orbital energy   -8.853 eV

***

Question: Look up the molecular weight of the second one.
Answer: 690.23 Da